Run i
8
Properties=species:S:1:pos:R:3 method="wB97M-V/def2-TZVPD" e_homo_ev="-14.47 / -14.37" total_charge=+1 lumo_energy_ev="-7.628 / -8.365" molar_mass_da=285.72 spin_multiplicity=1
C -0.045 -0.387 0.154
P 2.923 0.038 0.134
Br 3.979 -1.439 -1.283
Br 4.035 1.880 -0.272
Br 3.680 -0.333 2.186
H 0.614 -0.762 0.856
H -0.256 -0.952 -0.807
H -0.410 0.686 0.133


Run ii
8
Properties=species:S:1:pos:R:3 method="wB97M-V/def2-TZVPD" e_homo_ev="-14.51 / -14.51" total_charge=+1 lumo_energy_ev="-7.492 / -7.505" molar_mass_da=285.72 spin_multiplicity=1
C -0.067 -0.175 -0.673
P -2.841 0.017 -0.079
Br -3.444 0.961 -1.932
Br -3.701 -2.027 -0.058
Br -3.992 1.025 1.535
H 0.353 0.781 -0.625
H -0.701 -0.256 -1.659
H 0.234 -1.127 -0.145


The most stable of them is run ii.


Run i
13
Properties=species:S:1:pos:R:3 method="wB97M-V/def2-TZVPD" e_homo_ev="-8.63 / -7.82" lumo_energy_ev="-0.568 / 0.305" molar_mass_da=147.02 spin_multiplicity=1
C -0.193 2.573 0.148
C -0.572 1.418 -0.101
C 0.441 -1.043 1.461
C -0.726 -0.743 -1.609
C -1.146 0.211 -0.548
Br -2.827 0.106 0.252
H 0.049 3.526 0.480
H 0.760 -0.023 1.525
H -0.575 -1.321 1.663
H 1.044 -1.822 1.033
H -1.139 -1.732 -1.721
H -0.739 -0.242 -2.508
H 0.347 -1.073 -1.527


Run ii
13
Properties=species:S:1:pos:R:3 method="wB97M-V/def2-TZVPD" e_homo_ev="-7.86 / -7.72" lumo_energy_ev="0.532 / 0.364" molar_mass_da=147.02 spin_multiplicity=1
C 0.670 0.896 -0.530
C 0.789 -0.332 -0.095
C -0.623 1.501 -0.121
C -1.208 0.374 0.834
C 1.169 -1.741 -0.003
Br -2.746 -0.370 -0.014
H 1.304 1.342 -1.163
H -0.461 2.571 0.406
H -1.387 1.658 -1.041
H -1.357 0.617 1.824
H 2.220 -1.831 -0.201
H 0.702 -2.387 -0.757
H 0.928 -2.298 0.862


The most stable of them is run ii.


Run i
6
Properties=species:S:1:pos:R:3 method="wB97M-V/def2-TZVPD" smiles="S=C1CO1" e_homo_ev=-8.97 lumo_energy_ev=0.410 molar_mass_da=74.10 spin_multiplicity=1
C -0.164 -0.002 1.965
C -0.068 0.074 0.311
O -0.591 1.054 1.364
S 0.261 -0.630 3.374
H 0.861 0.534 0.084
H -0.738 -0.428 -0.258


Run ii
6
Properties=species:S:1:pos:R:3 method="wB97M-V/def2-TZVPD" e_homo_ev=-8.85 lumo_energy_ev=-0.366 molar_mass_da=74.10 spin_multiplicity=1
C -3.746 0.471 -0.041
C -0.480 -1.863 0.865
O -2.744 -0.014 0.041
S 0.490 -1.925 -0.414
H -0.410 -2.701 1.724
H -1.325 -1.253 0.874


The most stable of them is run ii.


Run i
18
Properties=species:S:1:pos:R:3 method="wB97M-V/def2-TZVPD" e_homo_ev=-8.14 lumo_energy_ev=0.170 molar_mass_da=153.14 spin_multiplicity=1
C 1.967 0.989 -0.130
C 0.668 0.379 -0.096
C 0.565 -1.040 -0.121
C -0.696 -1.560 -0.275
C -1.704 -0.704 -0.015
C -1.500 0.782 -0.266
C -0.355 1.310 -0.176
H 4.291 -0.856 0.566
H 1.917 2.151 -0.199
H 1.438 -1.766 0.161
H -0.841 -2.692 -0.441
H -3.302 -1.981 0.099
H -3.558 1.742 0.556
H 0.000 2.372 0.197
N 3.218 0.718 -0.036
O 3.378 -0.706 0.061
O -3.081 -0.995 0.112
O -2.403 1.858 0.005


Run ii
18
Properties=species:S:1:pos:R:3 method="wB97M-V/def2-TZVPD" smiles="COc1cncc(C(=O)O)c1" e_homo_ev=-9.19 lumo_energy_ev=0.167 molar_mass_da=153.14 spin_multiplicity=1
C -0.262 0.708 -3.611
C -0.808 -0.068 -1.380
C -1.864 -0.335 -0.599
C -0.801 -0.600 1.471
C 0.355 -0.087 0.894
C 0.437 0.027 -0.507
C 1.532 0.221 1.721
H -0.836 1.655 -3.971
H -0.016 0.072 -4.564
H 0.704 1.026 -3.260
H -2.797 -0.514 -1.151
H -0.863 -0.804 2.543
H 1.404 0.038 -1.047
H 1.921 -0.048 3.606
N -1.895 -0.639 0.669
O -0.987 -0.063 -2.690
O 1.140 -0.136 2.970
O 2.624 0.680 1.624


The most stable of them is run ii.